Density functional theory data (wB97M-V/def2-TZVPD) for a structure of composition C16H22BClO2Yb at a distorted geometry.

Each line ends with the natural charge from an NBO analysis.
Cartesian coordinates (Å):
1 C -2.325059 2.836304 -0.418839  -0.384
2 C -1.918265 4.004044 -1.109717  -0.391
3 C -0.529465 4.207288 -0.868393  -0.456
4 H -2.554917 4.676523 -1.678260  0.233
5 C -0.112892 3.213573 0.058857  -0.395
6 C -1.192523 2.334004 0.289117  -0.375
7 H -1.177305 1.504465 0.981384  0.238
8 H -3.348075 2.480121 -0.333820  0.240
9 H 0.052625 5.072435 -1.161017  0.236
10 H 0.858977 3.203065 0.540011  0.233
11 Yb -0.629958 2.250530 -2.040427  0.944
12 Cl -0.978987 -0.476997 -0.869476  -0.240
13 C 0.548671 0.440343 -5.071185  -0.350
14 C 1.724217 1.086575 -4.583564  -0.358
15 C 1.542035 2.496709 -4.717860  -0.385
16 H 2.629157 0.586868 -4.226593  0.197
17 C 0.252645 2.721646 -5.292124  -0.393
18 C -0.359303 1.449924 -5.512320  -0.359
19 H -1.324056 1.276769 -5.997074  0.200
20 H 0.394793 -0.639091 -5.147733  0.199
21 H 2.285757 3.265313 -4.488434  0.197
22 H -0.161076 3.692599 -5.580933  0.198
23 C 2.054020 -1.640771 2.661290  -0.650
24 C 0.875488 -2.473063 2.116188  0.247
25 C 1.292280 -3.935667 1.955471  -0.641
26 O 0.680298 -2.055249 0.735730  -0.718
27 B -0.541441 -1.478951 0.628994  0.905
28 O -1.273609 -1.421723 1.774870  -0.716
29 C -0.528250 -2.156207 2.811450  0.231
30 C -1.346269 -3.439409 3.177603  -0.654
31 C -0.383355 -1.305890 4.058209  -0.646
32 H 2.950629 -1.579614 2.024111  0.232
33 H 2.372476 -2.059438 3.631248  0.202
34 H 1.822845 -0.587792 2.870327  0.216
35 H 2.178706 -3.976794 1.302744  0.228
36 H 1.512271 -4.501846 2.869989  0.205
37 H 0.504752 -4.493177 1.440946  0.219
38 H -0.907741 -4.042689 4.013649  0.207
39 H -2.342084 -3.113634 3.528989  0.224
40 H -1.559549 -4.140329 2.346679  0.223
41 H 0.309425 -0.455212 4.025100  0.222
42 H -1.304781 -0.847360 4.406157  0.228
43 H -0.043107 -1.978192 4.848655  0.206

Atoms 1-6, force components in eV/Å:
-0.1708 0.5762 0.8932
-0.1994 0.8462 0.7473
-0.6192 1.4968 1.7050
0.1226 -0.3156 -0.0474
0.0465 0.6540 0.6977
-0.4873 1.2204 1.2506

Summary:
Multiplicity = 2
Frontier orbital gap (alpha / beta) = 2.297 / 6.124 eV
ΔE to the lowest compared entry with this formula, charge and spin = 0.1367 eV
DFT total energy = -65773.07640 eV
Net charge = -1
Molecular weight = 465.65 g mol⁻¹
<S²> = 0.751